ORCA calculation (ωB97M-V/def2-TZVPD) on a single C3H7N3OS molecule.

Results
LUMO, hartree: -0.0027
HOMO, eV: -8.88
SMILES: CNC(=O)n1sn1C
Multiplicity: 1
Calculated total energy, Eh: -756.09449
Maximum force, eV Å⁻¹: 4.07
Net charge: 0
Orbital gap, eV: 8.804
Energy relative to the best compared isomer or geometry (same formula, charge and spin), kcal/mol: 87.7

Each atom is followed by the atoms it is bonded to, with distances in Å.
CARTESIAN COORDINATES (ANGSTROEM)
1 C -0.851 0.195 2.392  N2 1.454, H9 1.198, H10 1.092, H11 1.068
2 N -0.883 -0.195 0.992  C1 1.454, C3 1.399, H12 1.002
3 C 0.128 -1.069 0.579  N2 1.399, O4 1.217, N5 1.381
4 O 0.950 -1.522 1.353  C3 1.217
5 N 0.162 -1.059 -0.802  C3 1.381, S6 1.853, N7 1.429
6 S 1.768 -1.449 -1.641  N5 1.853, N7 1.723
7 N 0.961 0.028 -1.274  N5 1.429, S6 1.723, C8 1.449
8 C 0.541 0.861 -2.384  N7 1.449, H13 1.098, H14 1.033, H15 1.086
9 H -0.931 -0.752 3.120  C1 1.198
10 H 0.056 0.719 2.702  C1 1.092
11 H -1.616 0.931 2.515  C1 1.068
12 H -1.646 -0.042 0.361  N2 1.002
13 H -0.118 0.392 -3.126  C8 1.098
14 H 0.028 1.669 -1.994  C8 1.033
15 H 1.448 1.294 -2.795  C8 1.086

Atom charges from the Mulliken analysis, given in e for atoms 1 to 6: number 1, C, carries -0.782; number 2, N, carries -0.138; number 3, C, carries 0.691; number 4, O, carries -0.548; number 5, N, carries -0.404; number 6, S, carries -0.029

=====

ORCA calculation (ωB97M-V/def2-TZVPD) on a single C3H7N3OS molecule.

Results
LUMO, hartree: 0.0112
HOMO, eV: -8.07
Multiplicity: 1
Calculated total energy, Eh: -756.19181
Maximum force, eV Å⁻¹: 4.62
Net charge: 0
Orbital gap, eV: 8.369
Energy relative to the best compared isomer or geometry (same formula, charge and spin), kcal/mol: 26.7

Each atom is followed by the atoms it is bonded to, with distances in Å.
CARTESIAN COORDINATES (ANGSTROEM)
1 C -0.063 -0.382 -0.781  N4 1.387, N5 1.350, N6 1.341
2 C 0.685 1.884 0.374  N5 1.799, O7 1.203, S8 1.605
3 C -0.641 -0.224 1.625  N5 1.448, H9 1.072, H10 1.103, H11 1.147
4 N 0.347 0.322 -1.904  C1 1.387, H12 0.976, H13 1.006
5 N -0.221 0.330 0.355  C1 1.350, C2 1.799, C3 1.448
6 N -0.121 -1.721 -0.829  C1 1.341, H14 0.972, H15 1.049
7 O 0.481 2.561 -0.599  C2 1.203
8 S 1.508 1.963 1.750  C2 1.605
9 H -0.918 0.504 2.362  C3 1.072
10 H -1.627 -0.705 1.512  C3 1.103
11 H 0.140 -0.894 2.131  C3 1.147
12 H 0.367 1.295 -1.836  N4 0.976
13 H 0.553 -0.270 -2.690  N4 1.006
14 H -0.227 -2.394 -1.523  N6 0.972
15 H -0.262 -2.269 0.054  N6 1.049

Atom charges from the Mulliken analysis, given in e for atoms 1 to 6: number 1, C, carries 0.638; number 2, C, carries 0.456; number 3, C, carries -1.168; number 4, N, carries -0.367; number 5, N, carries -0.132; number 6, N, carries -0.375

=====

ORCA calculation (ωB97M-V/def2-TZVPD) on a gas-phase ion, C3H7N3P (charge +1).

Results
LUMO, hartree: -0.1380
HOMO, eV: -13.34
SMILES: N=[PH2]n1cc[nH+]c1
Multiplicity: 1
Calculated total energy, Eh: -623.85998
Maximum force, eV Å⁻¹: 1.68
Net charge: +1
Orbital gap, eV: 9.587
Energy relative to the best compared isomer or geometry (same formula, charge and spin), kcal/mol: 0.0

Each atom is followed by the atoms it is bonded to, with distances in Å.
CARTESIAN COORDINATES (ANGSTROEM)
1 N 2.745 0.332 0.910  P2 1.539, H8 1.012
2 P 1.885 0.278 -0.365  N1 1.539, N3 1.775, H9 1.399, H10 1.404
3 N 0.138 0.023 -0.181  P2 1.775, C4 1.375, C7 1.328
4 C -0.470 -1.174 0.113  N3 1.375, C5 1.356, H11 1.067
5 C -1.800 -0.929 0.213  C4 1.356, N6 1.360, H12 1.068
6 N -1.972 0.398 -0.023  C5 1.360, C7 1.324, H13 1.007
7 C -0.800 0.957 -0.282  N3 1.328, N6 1.324, H14 1.068
8 H 2.242 0.264 1.785  N1 1.012
9 H 2.197 -0.776 -1.230  P2 1.399
10 H 1.877 1.454 -1.133  P2 1.404
11 H 0.053 -2.094 0.255  C4 1.067
12 H -2.591 -1.606 0.449  C5 1.068
13 H -2.857 0.879 -0.012  N6 1.007
14 H -0.649 1.993 -0.499  C7 1.068

Atom charges from the Mulliken analysis, given in e for atoms 1 to 6: number 1, N, carries -0.555; number 2, P, carries 0.315; number 3, N, carries -0.002; number 4, C, carries -0.222; number 5, C, carries -0.370; number 6, N, carries -0.019

=====

ORCA calculation (ωB97M-V/def2-TZVPD) on a single C3H7N3S molecule.

Results
LUMO, hartree: 0.0270
HOMO, eV: -8.67
SMILES: [H]/N=C/NC/C=N\S
Multiplicity: 1
Calculated total energy, Eh: -680.90689
Maximum force, eV Å⁻¹: 3.45
Net charge: 0
Orbital gap, eV: 9.404
Energy relative to the best compared isomer or geometry (same formula, charge and spin), kcal/mol: 47.3

Each atom is followed by the atoms it is bonded to, with distances in Å.
CARTESIAN COORDINATES (ANGSTROEM)
1 H 1.989 -2.268 0.346  N2 1.038
2 N 1.280 -1.523 0.482  H1 1.038, C3 1.297
3 C 1.508 -0.625 -0.426  N2 1.297, N4 1.418, H9 1.148
4 N 0.843 0.624 -0.504  C3 1.418, C5 1.469, H10 1.001
5 C -0.106 0.966 0.565  N4 1.469, C6 1.517, H11 1.059, H12 1.124
6 C -1.518 1.157 0.046  C5 1.517, N7 1.270, H13 1.050
7 N -2.331 0.223 -0.233  C6 1.270, S8 1.641
8 S -2.116 -1.400 -0.133  N7 1.641, H14 1.386
9 H 2.045 -0.929 -1.394  C3 1.148
10 H 0.990 1.185 -1.319  N4 1.001
11 H 0.157 1.919 0.947  C5 1.059
12 H -0.098 0.159 1.348  C5 1.124
13 H -1.806 2.160 -0.067  C6 1.050
14 H -0.837 -1.648 0.341  S8 1.386

Atom charges from the Mulliken analysis, given in e for atoms 1 to 6: number 1, H, carries 0.216; number 2, N, carries -0.639; number 3, C, carries 0.028; number 4, N, carries -0.112; number 5, C, carries -0.819; number 6, C, carries 0.141

=====

ORCA calculation (ωB97M-V/def2-TZVPD) on a single C3H7N3S molecule.

Results
LUMO, hartree: 0.0243
HOMO, eV: -8.75
SMILES: [H]/N=C(/N)CSN=C
Multiplicity: 1
Calculated total energy, Eh: -680.93185
Maximum force, eV Å⁻¹: 1.72
Net charge: 0
Orbital gap, eV: 9.408
Energy relative to the best compared isomer or geometry (same formula, charge and spin), kcal/mol: 31.6

Each atom is followed by the atoms it is bonded to, with distances in Å.
CARTESIAN COORDINATES (ANGSTROEM)
1 H 2.415 -0.798 1.628  N2 1.023
2 N 1.937 -1.537 1.106  H1 1.023, C3 1.288
3 C 0.760 -1.168 0.736  N2 1.288, N4 1.377, C5 1.504
4 N 0.075 -2.032 -0.090  C3 1.377, H9 1.027, H10 1.013
5 C -0.016 0.011 1.256  C3 1.504, S6 1.789, H11 1.101, H12 1.101
6 S -0.050 1.363 0.084  C5 1.789, N7 1.726
7 N -1.141 0.596 -1.012  S6 1.726, C8 1.282
8 C -1.407 1.289 -2.057  N7 1.282, H13 1.067, H14 1.076
9 H -0.672 -1.592 -0.640  N4 1.027
10 H 0.729 -2.662 -0.539  N4 1.013
11 H -1.075 -0.255 1.399  C5 1.101
12 H 0.371 0.384 2.217  C5 1.101
13 H -1.037 2.273 -2.242  C8 1.067
14 H -2.040 0.857 -2.812  C8 1.076

Atom charges from the Mulliken analysis, given in e for atoms 1 to 6: number 1, H, carries 0.214; number 2, N, carries -0.772; number 3, C, carries 0.633; number 4, N, carries -0.485; number 5, C, carries -0.723; number 6, S, carries -0.016

=====

ORCA calculation (ωB97M-V/def2-TZVPD) on a single C3H7N3S molecule.

Results
LUMO, hartree: 0.0210
HOMO, eV: -8.05
SMILES: [H]/N=C(\C)N/C=N\S
Multiplicity: 1
Calculated total energy, Eh: -680.91447
Maximum force, eV Å⁻¹: 2.08
Net charge: 0
Orbital gap, eV: 8.616
Energy relative to the best compared isomer or geometry (same formula, charge and spin), kcal/mol: 42.5

Each atom is followed by the atoms it is bonded to, with distances in Å.
CARTESIAN COORDINATES (ANGSTROEM)
1 H 0.150 1.987 0.965  N2 1.000
2 N 0.156 0.995 1.085  H1 1.000, C3 1.274
3 C 0.243 0.538 -0.101  N2 1.274, C4 1.494, N5 1.387
4 C 1.009 1.295 -1.137  C3 1.494, H9 1.119, H10 1.065, H11 1.094
5 N -0.183 -0.711 -0.529  C3 1.387, C6 1.394, H12 1.016
6 C -1.143 -1.571 0.001  N5 1.394, N7 1.259, H13 1.080
7 N -1.300 -2.041 1.158  C6 1.259, S8 1.666
8 S -0.562 -1.675 2.606  N7 1.666, H14 1.379
9 H 0.380 1.642 -1.995  C4 1.119
10 H 1.492 2.146 -0.715  C4 1.065
11 H 1.800 0.692 -1.590  C4 1.094
12 H -0.041 -0.945 -1.507  N5 1.016
13 H -1.822 -1.996 -0.722  C6 1.080
14 H -0.179 -0.356 2.480  S8 1.379

Atom charges from the Mulliken analysis, given in e for atoms 1 to 6: number 1, H, carries 0.206; number 2, N, carries -0.659; number 3, C, carries 0.785; number 4, C, carries -1.322; number 5, N, carries -0.260; number 6, C, carries -0.017

=====

ORCA calculation (ωB97M-V/def2-TZVPD) on a single C3H7N3S molecule.

Results
LUMO, hartree: 0.0259
HOMO, eV: -8.70
SMILES: C=C/C(=N/N)NS
Multiplicity: 1
Calculated total energy, Eh: -680.88565
Maximum force, eV Å⁻¹: 2.14
Net charge: 0
Orbital gap, eV: 9.401
Energy relative to the best compared isomer or geometry (same formula, charge and spin), kcal/mol: 60.6

Each atom is followed by the atoms it is bonded to, with distances in Å.
CARTESIAN COORDINATES (ANGSTROEM)
1 C 2.283 -0.700 -0.003  C2 1.326, H8 1.080, H9 1.094
2 C 1.059 -1.168 -0.207  C1 1.326, C3 1.460, H10 1.125
3 C -0.178 -0.432 0.040  C2 1.460, N4 1.263, N6 1.438
4 N -1.264 -0.982 -0.295  C3 1.263, N5 1.416
5 N -2.457 -0.297 0.041  N4 1.416, H11 1.004, H12 1.024
6 N -0.240 0.865 0.660  C3 1.438, S7 1.694, H13 1.047
7 S 0.295 2.148 -0.306  N6 1.694, H14 1.323
8 H 3.159 -1.272 -0.269  C1 1.080
9 H 2.443 0.297 0.417  C1 1.094
10 H 0.918 -2.200 -0.632  C2 1.125
11 H -3.172 -0.652 -0.567  N5 1.004
12 H -2.310 0.716 0.015  N5 1.024
13 H 0.312 0.877 1.549  N6 1.047
14 H -0.848 2.799 -0.444  S7 1.323

Atom charges from the Mulliken analysis, given in e for atoms 1 to 6: number 1, C, carries -0.822; number 2, C, carries 0.049; number 3, C, carries 0.489; number 4, N, carries -0.320; number 5, N, carries -0.451; number 6, N, carries -0.441

=====

ORCA calculation (ωB97M-V/def2-TZVPD) on a single C3H7N3S molecule.

Results
LUMO, hartree: 0.0139
HOMO, eV: -8.39
SMILES: C/C=N/N=C\NS
Multiplicity: 1
Calculated total energy, Eh: -680.81626
Maximum force, eV Å⁻¹: 6.50
Net charge: 0
Orbital gap, eV: 8.772
Energy relative to the best compared isomer or geometry (same formula, charge and spin), kcal/mol: 104.2

Each atom is followed by the atoms it is bonded to, with distances in Å.
CARTESIAN COORDINATES (ANGSTROEM)
1 C -2.409 -0.864 0.018  C2 1.379, H8 1.191, H9 1.208, H10 1.150
2 C -1.522 0.124 -0.355  C1 1.379, N3 1.237, H11 1.028
3 N -0.411 0.214 0.182  C2 1.237, N4 1.374
4 N 0.306 1.370 -0.007  N3 1.374, C5 1.355
5 C 1.655 1.350 -0.139  N4 1.355, N6 1.334, H12 1.024
6 N 2.606 0.417 -0.087  C5 1.334, S7 1.677, H13 1.224
7 S 2.412 -1.246 -0.191  N6 1.677, H14 1.328
8 H -3.119 -0.428 0.869  C1 1.191
9 H -3.013 -1.164 -0.984  C1 1.208
10 H -1.930 -1.844 0.381  C1 1.150
11 H -1.891 0.808 -1.028  C2 1.028
12 H 2.039 2.299 -0.110  C5 1.024
13 H 3.558 0.709 0.625  N6 1.224
14 H 1.717 -1.744 0.825  S7 1.328

Atom charges from the Mulliken analysis, given in e for atoms 1 to 6: number 1, C, carries -0.815; number 2, C, carries -0.105; number 3, N, carries -0.089; number 4, N, carries -0.586; number 5, C, carries -0.012; number 6, N, carries -0.327